One molecule with the formula C3H6OS2 in a non-equilibrium geometry, computed with ωB97M-V/def2-TZVPD.

```
12
Properties=species:S:1:pos:R:3
S -1.76 -0.73 -0.22
S 1.20 -1.12 -0.45
O 0.06 1.24 0.38
C -0.98 0.91 -0.48
C 1.27 0.58 0.02
C -0.28 -1.52 0.47
H 1.77 1.09 -0.77
H -0.51 -2.60 0.46
H 1.86 0.67 0.91
H -0.26 -1.22 1.53
H -1.71 1.70 -0.32
H -0.65 1.00 -1.52
```

As for the total charge: 0. The SMILES is C1OCSCS1. As for the energy above the lowest of the compared OMol25 structures with the same formula, charge and spin: 1.195 eV. The calculation puts the max |F| at 1.48 eV Å⁻¹. For the total energy, the calculation gives -26925.248 eV.

Here are the Mulliken charges for atoms 1 to 5, given in e:
1 S -0.133
2 S -0.104
3 O -0.394
4 C -0.405
5 C -0.463

---

One molecule with the formula C3H6OS2 in a non-equilibrium geometry, computed with ωB97M-V/def2-TZVPD.

```
12
Properties=species:S:1:pos:R:3
S -2.22 -0.33 -0.02
S 0.56 1.58 -0.17
O 2.08 -1.20 -0.60
C -0.50 -0.99 -0.03
C 1.82 -0.63 0.40
C 0.42 -0.04 0.68
H -0.46 -1.96 0.43
H -0.22 -1.10 -1.04
H -2.05 0.71 -0.77
H 2.66 -0.22 1.06
H 0.23 0.11 1.74
H -0.59 2.09 0.16
```

As for the total charge: 0. The SMILES is O=C[C@@H](S)CS. As for the energy above the lowest of the compared OMol25 structures with the same formula, charge and spin: 1.166 eV. The calculation puts the max |F| at 3.06 eV Å⁻¹. For the total energy, the calculation gives -26925.277 eV.

Here are the Mulliken charges for atoms 1 to 5, given in e:
1 S -0.194
2 S -0.180
3 O -0.408
4 C -0.695
5 C -0.111

---

One molecule with the formula C3H6OS2 in a non-equilibrium geometry, computed with ωB97M-V/def2-TZVPD.

```
12
Properties=species:S:1:pos:R:3
S 0.58 -0.71 -2.29
S -1.95 -1.43 -1.01
O -0.29 -0.86 1.51
C -0.35 -0.85 -0.86
C 0.09 1.17 0.53
C 0.23 -0.32 0.42
H -1.05 1.44 0.33
H 1.56 0.07 -1.68
H 0.77 1.71 -0.17
H 0.37 1.47 1.57
H -1.25 -1.12 1.38
H 1.28 -0.56 0.27
```

As for the total charge: 0. The SMILES is C[C@@H](O)C(=S)S. As for the energy above the lowest of the compared OMol25 structures with the same formula, charge and spin: 1.284 eV. The calculation puts the max |F| at 3.99 eV Å⁻¹. For the total energy, the calculation gives -26925.158 eV.

Here are the Mulliken charges for atoms 1 to 5, given in e:
1 S -0.130
2 S -0.273
3 O -0.494
4 C 0.295
5 C -0.835

---

One molecule with the formula C3H6OS2 in a non-equilibrium geometry, computed with ωB97M-V/def2-TZVPD.

```
12
Properties=species:S:1:pos:R:3
S 0.10 3.89 -0.14
S 0.63 1.03 -0.95
O 1.41 -1.71 0.11
C -0.34 -0.41 -0.56
C -0.37 2.32 -0.40
C 0.24 -1.14 0.66
H 1.79 -2.31 0.80
H -1.40 -0.12 -0.40
H -1.39 1.93 -0.24
H -0.53 -1.93 0.98
H 0.33 -0.51 1.57
H -0.46 -1.04 -1.44
```

As for the total charge: 0. The SMILES is OCCSC=S. As for the energy above the lowest of the compared OMol25 structures with the same formula, charge and spin: 1.431 eV. The calculation puts the max |F| at 2.68 eV Å⁻¹. For the total energy, the calculation gives -26925.012 eV.

Here are the Mulliken charges for atoms 1 to 5, given in e:
1 S -0.220
2 S 0.039
3 O -0.491
4 C -0.778
5 C -0.125

---

One molecule with the formula C3H6OS2 in a non-equilibrium geometry, computed with ωB97M-V/def2-TZVPD.

```
12
Properties=species:S:1:pos:R:3
S 0.15 -1.13 -0.75
S -0.58 0.86 1.24
O 1.61 0.98 -1.75
C -1.99 -0.24 1.64
C 0.86 -0.23 0.61
C 0.76 0.05 -1.96
H 1.27 -0.66 1.54
H 0.13 0.32 -3.02
H -2.87 0.50 1.83
H -1.86 -0.71 2.71
H 1.85 0.53 0.44
H -2.31 -1.06 0.84
```

As for the total charge: 0. The SMILES is CSCSC=O. As for the energy above the lowest of the compared OMol25 structures with the same formula, charge and spin: 2.838 eV. The calculation puts the max |F| at 5.83 eV Å⁻¹. For the total energy, the calculation gives -26923.605 eV.

Here are the Mulliken charges for atoms 1 to 5, given in e:
1 S -0.078
2 S -0.033
3 O -0.459
4 C -0.714
5 C -0.638

---

One molecule with the formula C3H6OSe in a non-equilibrium geometry, computed with ωB97M-V/def2-TZVPD.

```
11
Properties=species:S:1:pos:R:3
Se 1.58 -0.25 1.70
O -0.61 -2.27 1.23
C -0.08 0.91 -0.33
C 0.38 -0.42 0.13
C -0.72 -1.35 0.45
H -1.71 -1.11 -0.17
H 0.72 1.56 -0.26
H -0.49 0.80 -1.42
H 1.60 -1.75 1.48
H 1.11 -0.77 -0.79
H -0.92 1.26 0.15
```

As for the total charge: 0. The SMILES is C[C@@H]([SeH])C=O. As for the energy above the lowest of the compared OMol25 structures with the same formula, charge and spin: 0.607 eV. The calculation puts the max |F| at 4.34 eV Å⁻¹. For the total energy, the calculation gives -70600.209 eV.

Here are the Mulliken charges for atoms 1 to 5, given in e:
1 Se -0.077
2 O -0.451
3 C -1.586
4 C 0.036
5 C 0.249